# 1
Entry from the Open Molecules 2025 dataset: a 16-piece molecular cluster, C24H80N6O16 overall in a non-equilibrium geometry (the ωB97M-V functional and the def2-TZVPD basis).

Geometry (Å):
O: 0.675 3.656 1.975
H: 3.139 2.980 -1.942
C: 3.115 -0.478 3.223
N: 0.157 4.352 -0.905
H: 2.089 1.763 -2.671
O: -0.646 1.376 0.221
H: 3.848 0.613 -2.020
H: 5.102 -2.368 -0.229
H: -3.463 3.320 2.901
C: -1.983 -1.762 -3.059
H: -2.500 2.518 1.684
C: 0.452 -2.439 4.995
O: -2.513 -2.942 -2.497
H: 4.918 -0.175 4.144
O: 2.102 0.016 -6.119
O: -1.984 -2.102 0.156
C: -2.527 3.315 2.425
H: -0.001 -0.314 5.494
H: 0.254 0.524 -2.111
H: -0.031 3.456 2.634
C: 0.147 0.243 -0.062
H: -1.460 2.784 -0.482
H: -4.142 -4.427 1.093
H: 0.350 3.793 -0.113
H: -2.612 -2.851 -1.570
H: 0.257 -3.434 5.343
C: -0.536 2.097 -4.322
H: 1.107 -0.837 -3.748
H: 3.293 -1.514 2.899
N: -1.775 3.501 -1.175
O: 4.223 1.473 -3.709
O: -1.455 3.049 3.271
C: -2.223 -3.323 0.827
C: -2.095 -0.279 2.692
H: -1.447 2.315 -4.862
O: -0.904 5.113 -2.813
H: 2.677 -5.036 2.420
H: 3.283 0.047 2.289
H: -4.738 0.836 1.000
H: -4.858 -0.752 0.200
C: -2.408 4.707 1.775
C: 1.929 -1.362 -4.148
H: 1.215 -4.691 -1.588
H: -3.040 4.872 0.942
H: 3.999 3.333 -4.112
H: -3.268 0.988 3.998
N: 3.368 0.112 -1.198
H: 1.782 3.416 -2.862
O: -0.902 1.614 -3.044
H: -1.093 2.314 -2.382
H: 1.963 -4.354 0.907
H: -2.293 0.153 1.771
H: 2.766 -0.863 -3.658
H: 2.763 2.195 -4.723
H: 0.154 -1.414 6.808
H: 5.471 -1.166 -1.597
H: 0.203 -3.289 3.280
C: -0.186 -1.317 5.754
C: 1.910 -4.351 2.013
O: -0.002 -2.441 3.668
H: -4.358 -2.777 1.124
H: -2.772 5.396 2.568
C: 1.780 2.730 2.128
H: 2.379 3.056 2.912
H: 1.842 2.057 0.188
N: 4.827 -1.541 -0.855
H: 2.396 0.221 -1.245
O: 3.968 -0.084 4.365
H: 0.853 -0.975 -1.359
H: -0.325 -4.064 -1.788
H: 0.076 3.022 -4.308
H: 3.456 2.011 0.992
H: -1.923 -3.384 1.881
H: -1.786 -0.998 -2.363
H: -1.235 -1.342 5.763
H: 1.196 0.311 -6.204
H: 1.777 -2.411 -3.861
H: 1.325 1.808 2.525
H: 1.523 -2.270 5.081
C: -3.795 -3.493 0.615
O: 0.617 -4.757 2.400
C: -3.790 0.717 -0.950
H: -3.882 0.258 -1.884
H: -2.062 -1.401 2.617
H: 1.234 -1.147 0.898
H: -2.898 0.414 -0.455
H: 0.310 -3.905 -0.179
C: 2.603 2.670 -2.792
H: -1.706 -4.212 0.420
H: -1.524 2.137 3.455
C: -4.881 0.368 0.038
H: 0.916 4.960 -1.084
H: 2.078 -0.421 3.505
H: 1.658 -2.790 -2.187
C: -0.903 4.377 -1.654
O: 2.983 -1.569 0.506
O: -0.819 0.130 3.199
C: 2.526 2.602 0.856
C: 3.364 2.508 -3.935
H: -1.341 4.923 1.367
N: 0.416 -0.566 0.899
H: -3.063 -0.668 4.549
O: 0.916 -2.622 -1.657
H: -2.787 -1.391 -3.700
H: 0.249 -5.418 1.791
C: 0.561 -3.913 -1.299
H: 1.086 -1.622 -5.927
H: -4.101 -0.371 3.020
C: 3.716 -0.995 -0.551
C: -3.230 -0.031 3.632
H: -6.218 0.591 -1.462
N: 0.611 -0.013 -1.259
H: -3.744 1.733 -1.204
C: 2.042 -1.306 -5.692
H: 4.675 1.131 -4.476
H: 2.792 3.620 0.503
H: -0.584 -0.529 3.870
H: -0.083 -0.411 1.798
H: -1.129 -1.764 0.482
H: 2.631 -2.094 -6.201
H: 0.161 1.359 -4.850
H: -2.786 3.628 -1.376
O: -6.177 0.757 -0.490
H: 2.068 -3.346 2.395
H: -1.215 -1.881 -3.770
H: -4.082 -3.585 -0.416

Cartesian forces, eV/Å:
1.0 0.1 -0.3
0.9 -0.1 1.3
1.5 -0.8 0.4
3.1 1.2 0.5
-0.8 -1.3 0.9
3.1 -4.7 -1.4
-0.3 -1.5 1.6
-0.4 2.0 -1.6
-1.3 -0.4 1.1
-2.7 0.0 -0.8
-0.3 0.0 -0.5
0.5 0.5 -0.3
0.6 -1.0 -1.5
-1.0 0.0 -0.1
1.3 0.8 -0.7
1.2 -0.3 0.6
0.5 0.7 -2.8
1.2 1.1 -0.7
0.1 -0.6 1.6
0.4 -0.1 -0.5
-4.7 7.1 0.7
-0.3 0.5 -0.4
0.3 0.0 -0.2
-0.7 -0.8 1.2
0.2 0.6 1.3
-0.3 -0.4 1.1
1.2 0.3 -0.3
-1.4 0.7 -0.2
0.1 0.1 0.5
-3.7 -1.1 -0.4
2.3 -3.1 1.6
0.0 1.7 1.2
-2.7 -0.8 -0.5
0.4 -2.5 2.1
0.0 -0.1 -0.6
-0.9 -3.3 5.3
-0.2 0.3 -0.1
0.1 0.7 0.2
-0.2 0.4 0.2
-0.1 1.0 -0.1
2.0 0.2 1.1
2.0 -0.8 -0.8
1.2 -0.6 0.0
-0.9 -0.3 -0.8
0.2 1.6 -0.9
-0.5 0.3 -0.3
1.4 0.9 -1.3
0.5 -0.2 -0.4
0.7 -0.7 0.1
-0.1 -0.1 -0.7
0.4 0.3 0.7
0.2 0.9 -1.9
0.4 -0.5 0.0
-1.2 0.3 -2.0
-0.3 0.2 -0.5
-1.1 -0.7 1.4
-0.2 -0.6 -0.4
0.5 -1.2 2.3
0.8 -0.6 -0.9
-0.1 1.0 -0.6
-0.6 1.7 0.5
0.8 0.1 -0.6
-2.6 -0.1 0.6
1.4 0.9 1.5
0.6 0.5 -0.3
5.0 -3.4 -0.3
-1.6 0.7 0.4
-0.4 -0.3 -1.2
0.0 -0.7 -0.4
-2.6 -1.0 -1.1
-0.5 -0.3 0.3
-0.5 0.3 -0.1
-0.3 0.7 0.0
0.6 0.8 1.0
-1.7 -0.6 0.1
0.0 0.2 -0.2
0.4 0.3 -0.1
0.4 -0.3 -0.6
0.5 -0.1 -0.3
2.0 -2.6 1.1
-0.9 -0.5 0.2
-0.3 -0.4 1.8
-0.3 -1.4 -1.3
0.1 1.0 -0.5
0.8 -0.4 -0.4
1.2 -0.1 -0.1
0.6 -0.4 -1.5
-3.9 2.1 2.5
-0.1 0.5 -0.5
0.5 -1.8 0.6
-0.9 -1.2 -1.8
0.4 0.6 -0.7
-0.3 0.4 0.4
1.8 0.6 -1.1
0.8 3.5 -5.4
2.9 2.3 -5.0
-0.6 0.6 0.2
0.2 -0.4 -0.4
2.0 0.8 -2.6
-1.7 -0.2 1.2
-0.8 -1.7 2.9
-0.6 0.5 -0.9
0.2 0.2 0.4
-0.2 0.5 0.0
0.3 0.4 0.4
-1.4 0.4 3.4
-2.2 -1.1 -1.0
0.1 0.5 1.1
-4.8 -0.6 4.8
0.0 -1.1 0.7
0.4 0.1 1.3
-0.3 1.4 -2.6
0.0 1.7 0.2
-1.0 -0.6 1.9
-0.1 0.2 -0.5
-0.2 -0.6 -0.1
0.0 0.2 -0.5
1.0 0.4 -0.5
-0.1 0.2 -0.4
0.8 1.1 0.4
-1.3 0.5 0.7
1.4 -0.3 0.0
0.1 -0.2 -0.2
0.1 0.0 -0.1
1.6 -0.8 -0.3
0.1 0.3 -0.5

Computed properties:
E: -2494.5377 a.u.
LUMO level: 0.001 hartree
energy above the lowest of the compared OMol25 structures with the same formula, charge and spin: 110.19 kJ/mol

Löwdin atomic charge list, values in e, 99 entries: atom 1 (O): -0.124, atom 2 (H): 0.077, atom 3 (C): -0.129, atom 4 (N): 0.193, atom 5 (H): 0.052, atom 6 (O): -0.132, atom 7 (H): 0.118, atom 8 (H): 0.166, atom 9 (H): 0.094, atom 10 (C): -0.146, atom 11 (H): 0.094, atom 12 (C): -0.286, atom 13 (O): -0.099, atom 14 (H): 0.078, atom 15 (O): -0.058, atom 16 (O): -0.101, atom 17 (C): -0.303, atom 18 (H): 0.066, atom 19 (H): 0.116, atom 20 (H): 0.032, atom 21 (C): -0.542, atom 22 (H): 0.072, atom 23 (H): 0.080, atom 24 (H): 0.049, atom 25 (H): -0.006, atom 26 (H): 0.120, atom 27 (C): -0.129, atom 28 (H): 0.039, atom 29 (H): 0.056, atom 30 (N): 0.123, atom 31 (O): -0.069, atom 32 (O): -0.052, atom 33 (C): -0.275, atom 34 (C): -0.309, atom 35 (H): 0.081, atom 36 (O): -0.124, atom 37 (H): 0.094, atom 38 (H): 0.047, atom 39 (H): 0.092, atom 40 (H): 0.109, atom 41 (C): -0.059, atom 42 (C): -0.057, atom 43 (H): 0.091, atom 44 (H): 0.043, atom 45 (H): 0.123, atom 46 (H): 0.068, atom 47 (N): 0.181, atom 48 (H): 0.102, atom 49 (O): -0.158, atom 50 (H): 0.036, atom 51 (H): 0.068, atom 52 (H): 0.065, atom 53 (H): 0.064, atom 54 (H): 0.097, atom 55 (H): 0.110, atom 56 (H): 0.149, atom 57 (H): 0.020, atom 58 (C): -0.068, atom 59 (C): -0.129, atom 60 (O): -0.094, atom 61 (H): 0.032, atom 62 (H): 0.085, atom 63 (C): -0.302, atom 64 (H): 0.088, atom 65 (H): 0.050, atom 66 (N): 0.152, atom 67 (H): 0.009, atom 68 (O): -0.133, atom 69 (H): 0.044, atom 70 (H): 0.047, atom 71 (H): 0.074, atom 72 (H): 0.080, atom 73 (H): 0.096, atom 74 (H): 0.042, atom 75 (H): 0.054, atom 76 (H): 0.068, atom 77 (H): 0.077, atom 78 (H): 0.101, atom 79 (H): 0.111, atom 80 (C): -0.041, atom 81 (O): -0.140, atom 82 (C): -0.073, atom 83 (H): 0.059, atom 84 (H): 0.109, atom 85 (H): 0.072, atom 86 (H): 0.043, atom 87 (H): 0.084, atom 88 (C): -0.099, atom 89 (H): 0.093, atom 90 (H): 0.035, atom 91 (C): -0.269, atom 92 (H): 0.112, atom 93 (H): 0.055, atom 94 (H): 0.027, atom 95 (C): -0.611, atom 96 (O): -0.163, atom 97 (O): -0.112, atom 98 (C): -0.094, atom 99 (C): -0.363

# 2
Entry from the Open Molecules 2025 dataset: one molecule with the formula C4H6 (the ωB97M-V functional and the def2-TZVPD basis).

Geometry (Å):
H: 1.529 0.103 0.240
H: -1.614 2.103 0.840
H: -1.533 -0.078 -0.274
H: 1.628 -2.075 -0.835
C: 0.614 -0.375 -0.107
C: -0.619 0.377 0.102
H: -0.206 -2.077 -1.060
C: -0.678 1.560 0.707
C: 0.680 -1.565 -0.701
H: 0.213 2.045 1.091

Cartesian forces, eV/Å:
-0.1 -0.1 0.0
0.2 -0.2 -0.1
0.1 0.0 0.0
-0.1 0.0 0.0
0.2 0.0 -0.1
-0.2 0.0 0.0
0.0 0.1 0.0
-0.1 0.2 0.0
0.1 0.1 0.1
0.0 -0.1 0.0

Computed properties:
E: -155.9627 a.u.
LUMO level: 0.042 hartree
structure (SMILES): C=CC=C
energy above the lowest of the compared OMol25 structures with the same formula, charge and spin: 0.00 kJ/mol

In the natural (NBO) picture, each atom carries the following charge in e: atom 1 (H): 0.200, atom 2 (H): 0.201, atom 3 (H): 0.200, atom 4 (H): 0.200, atom 5 (C): -0.219, atom 6 (C): -0.221, atom 7 (H): 0.191, atom 8 (C): -0.370, atom 9 (C): -0.371, atom 10 (H): 0.190